Molecular formula: C23H43As3CsN2
Method: DFT, the ωB97M-V functional and the def2-TZVPD basis

```
72
C23H43As3CsN2 (the ωB97M-V functional and the def2-TZVPD basis)
Cs 0.19730 -0.06109 -0.25894
C -2.02963 0.43099 3.61507
C -1.51815 1.41728 2.60760
C -2.31632 1.83047 1.54568
C -1.87063 2.77445 0.62611
C -2.75682 3.23634 -0.49186
C -0.59145 3.29913 0.78174
C 0.23108 2.91113 1.83497
C 1.58535 3.52916 2.01944
C -0.24342 1.95961 2.73191
H -2.73917 -0.26877 3.17190
H -2.54854 0.94251 4.42745
H -1.21724 -0.14205 4.06308
H -3.30706 1.40386 1.42928
H -3.37528 4.07570 -0.17026
H -3.42594 2.44292 -0.82509
H -2.17535 3.56610 -1.35252
H -0.22634 4.02630 0.06415
H 2.28152 2.84104 2.49980
H 1.52039 4.41481 2.65358
H 2.01783 3.84574 1.06981
H 0.39386 1.63415 3.54727
C 2.46913 -4.10184 -3.03087
As 1.28541 -3.03627 -1.90617
C -0.04188 -2.63411 -3.29856
C 0.17671 -4.44392 -1.05214
C 0.58532 -5.14060 0.25339
C -0.48302 -6.21939 0.50809
C 0.49839 -4.20789 1.48322
As 1.53898 -2.52230 1.65662
C 3.40709 -3.08676 1.51009
C 1.45119 -2.42074 3.61134
C 1.97897 -5.78371 0.16944
As 2.14817 -7.69604 -0.33321
C 1.88310 -7.60180 -2.27682
C 4.10992 -7.66300 -0.35515
H 1.92520 -4.93140 -3.48281
H 3.30635 -4.47971 -2.44623
H 2.86483 -3.45989 -3.81921
H -0.38795 -3.56386 -3.75165
H 0.40171 -1.99225 -4.05965
H -0.89483 -2.10203 -2.87418
H 0.01018 -5.19563 -1.83252
H -0.80141 -3.97079 -0.89099
H -1.47119 -5.76308 0.60037
H -0.28179 -6.77729 1.42406
H -0.53304 -6.94141 -0.30905
H 0.73977 -4.80321 2.37004
H -0.54442 -3.88726 1.60264
H 4.01431 -2.26217 1.88747
H 3.67495 -3.26568 0.46960
H 3.61099 -3.97562 2.10513
H 1.88367 -3.31161 4.06729
H 0.40625 -2.33467 3.91095
H 1.98926 -1.53672 3.95279
H 2.42743 -5.77303 1.16665
H 2.65935 -5.21270 -0.46949
H 0.85391 -7.31884 -2.49587
H 2.05758 -8.59121 -2.69652
H 2.56781 -6.89253 -2.73843
H 4.47902 -7.58104 0.66630
H 4.48493 -6.82887 -0.94887
H 4.47263 -8.59793 -0.77920
N -2.47672 1.00083 -4.86537
C -1.40230 1.85157 -4.88147
C -0.76550 1.64973 -3.69640
N -1.43070 0.70736 -2.94834
C -2.44909 0.34286 -3.68633
H -3.16300 0.88558 -5.59184
H -1.19629 2.49292 -5.71746
H 0.12761 2.14108 -3.34985
H -3.20077 -0.38351 -3.42833
```

The total charge is +1.

---

Molecular formula: C23H43BiN2O2P3
Method: DFT, the ωB97M-V functional and the def2-TZVPD basis

```
74
C23H43BiN2O2P3 (the ωB97M-V functional and the def2-TZVPD basis)
Bi -0.04896 0.30778 -0.29771
P 2.19443 1.00853 1.66706
P -0.81904 2.65689 -1.25032
P 2.21677 -0.44411 -1.50250
H -1.43041 -4.25843 1.31705
C -0.37666 -4.48408 1.10539
C 0.58732 -4.23273 2.01382
H 0.34547 -3.79442 2.98825
C 1.85640 1.24796 3.46008
C 3.16084 2.54786 1.33313
C 3.59018 -0.18819 1.84108
C -2.19091 2.24494 -2.40372
C -1.53790 3.87236 -0.08784
C 0.35327 3.63065 -2.26110
C 2.78531 -2.07617 -0.90244
C 3.69358 0.60089 -1.76559
C 1.79456 -0.83622 -3.22149
H -0.13078 -4.90230 0.12199
H 1.63196 -4.48845 1.81510
H 1.21692 0.42972 3.81983
H 1.33897 2.20258 3.62180
H 2.79854 1.24526 4.02726
H 2.50670 3.41678 1.48533
H 3.53313 2.55301 0.30090
H 4.01106 2.61166 2.02895
H 3.18543 -1.17580 2.10151
H 4.25187 0.14691 2.65254
H 4.18092 -0.27357 0.92083
H -2.64381 3.15770 -2.81231
H -2.95807 1.69271 -1.83672
H -1.84878 1.61974 -3.24900
H -2.05442 4.64081 -0.68363
H -0.76525 4.35844 0.52719
H -2.26139 3.39260 0.58759
H -0.17886 4.48591 -2.70503
H 0.77014 3.00272 -3.06185
H 1.17683 4.00221 -1.63039
H 3.10568 -2.67478 -1.76469
H 1.96707 -2.60532 -0.38945
H 3.62146 -1.96593 -0.20633
H 4.27404 0.16407 -2.59391
H 4.32866 0.66913 -0.87999
H 3.37761 1.61242 -2.06266
H 2.66361 -1.27910 -3.72499
H 1.49276 0.08292 -3.73673
H 0.94703 -1.53041 -3.23698
C -1.52574 -1.75507 -4.04314
C -2.60963 -1.22420 -4.75867
C -3.02362 -1.87623 -5.92965
C -2.36913 -3.02549 -6.39949
C -1.25156 -3.50353 -5.70544
C -0.83437 -2.87870 -4.52040
O -1.04692 -1.22946 -2.85175
H -1.61330 -0.57516 -2.38715
H -3.10356 -0.31346 -4.41576
H -3.86820 -1.48534 -6.49990
H -2.72720 -3.53893 -7.29453
H -0.68274 -4.36528 -6.06245
H 0.02253 -3.25664 -3.97245
N -3.42156 -0.31836 7.13753
C -3.04861 0.82182 6.46903
O -3.27196 1.92784 6.91748
C -2.40504 0.64314 5.11608
C -2.24862 -0.59027 4.46587
C -1.67427 -0.62854 3.18626
N -1.26710 0.47984 2.53317
C -1.46560 1.67391 3.13322
C -2.00245 1.79189 4.41800
H -3.75637 -0.17927 8.07854
H -3.06016 -1.23240 6.90873
H -2.58082 -1.52643 4.90683
H -1.57053 -1.59233 2.67807
H -1.18872 2.57530 2.57821
H -2.11805 2.78623 4.84442
```

The total charge is +3.

---

Molecular formula: C23H43CaCl2F5N3O5SiTe
Method: DFT, the ωB97M-V functional and the def2-TZVPD basis

```
84
C23H43CaCl2F5N3O5SiTe (the ωB97M-V functional and the def2-TZVPD basis)
C 3.11914 -1.85084 -3.55374
C 2.31874 -1.47434 -4.75784
H 3.39004 -2.90684 -3.58924
H 2.52954 -1.71034 -2.64994
H 4.03214 -1.27204 -3.45534
C 2.32994 -2.11044 -5.93004
C 3.12134 -3.31054 -6.31674
H 1.68344 -1.71894 -6.71144
H 3.20134 -4.01074 -5.48224
H 4.14374 -3.03144 -6.58044
H 2.69994 -3.84574 -7.16254
Ca -0.23746 -0.07304 3.71666
Cl 1.24324 -0.50044 2.01136
C -0.54136 2.07896 1.82256
O -1.20816 1.30486 2.53406
N -1.09246 2.94596 0.97406
C -2.45976 2.79606 0.51736
C -0.33476 4.06856 0.46266
H 0.54574 2.08426 1.86206
H -2.98236 2.12716 1.18966
H -2.47546 2.38166 -0.49054
H -2.96186 3.76356 0.50356
H 0.64004 4.10126 0.93826
H -0.85476 5.00506 0.66566
H -0.19526 3.97616 -0.61454
H -4.00936 2.07816 6.86486
H -2.12556 2.18766 8.85296
C -3.73746 1.02396 6.91836
C -1.90706 1.15446 8.58236
N -2.32746 0.88636 7.22316
H -3.93736 0.55156 5.96456
C -1.44156 0.54156 6.28816
O -1.75016 0.31976 5.10276
H -0.83876 0.98946 8.67616
H -0.41046 0.46086 6.62566
H -4.34036 0.54946 7.69286
H -2.42586 0.49706 9.28056
H 0.71614 -4.66714 2.49436
H -0.35876 -3.17114 0.54056
C -0.27556 -4.70254 2.94446
C -1.27506 -3.53264 1.00416
N -1.08786 -3.61524 2.44246
H -0.16806 -4.61804 4.02146
C -1.46746 -2.62444 3.23896
O -1.57496 -1.43684 2.87206
H -2.06666 -2.82584 0.79136
H -1.72296 -2.93244 4.25586
H -0.73536 -5.66164 2.70836
H -1.51746 -4.51604 0.60266
O 0.11664 -0.65254 -4.16904
C 1.42094 -0.26974 -4.58254
C 0.24744 0.42416 -6.72334
C 1.33054 0.53316 -5.86204
H -0.56566 -0.23504 -6.45994
C 0.21084 1.15776 -7.90234
H 1.86594 0.37516 -3.81754
C 2.37744 1.38776 -6.19844
H -0.63996 1.06386 -8.56494
C 1.25474 2.00846 -8.23124
C 2.34114 2.12176 -7.37244
H 3.23154 1.46836 -5.53704
H 1.22484 2.58006 -9.14964
H 3.16084 2.78406 -7.61874
Si -0.78766 0.14566 -3.00994
Cl 0.57084 -1.73534 5.13016
C -2.53926 -0.42034 -3.33854
C -0.63316 2.00296 -3.22104
C -0.27476 -0.34384 -1.27454
H -2.76966 -0.39524 -4.40284
H -3.26386 0.21136 -2.82484
H -2.69126 -1.44254 -2.99314
H -0.37736 -1.41734 -1.12014
H -0.89946 0.15496 -0.53234
H 0.76014 -0.07594 -1.07194
H -0.76166 2.30066 -4.26124
H 0.33374 2.37206 -2.88244
H -1.39766 2.51726 -2.63794
F 3.39764 -0.64664 5.24696
Te 2.59434 0.80826 6.37066
F 1.78674 2.23586 7.52836
F 3.83304 0.26136 7.85356
F 1.39344 -0.49844 7.30886
F 3.94924 2.09116 5.65516
O 1.33004 1.37266 4.77416
```

The total charge is -1.

---

Relative energy (zero: lowest compared OMol25 entry of this formula, charge and spin) (kcal/mol)
10.9, 0.0, 47.4
HOMO-LUMO gap (eV)
8.23, 4.46, 5.88
E (eV)
-210588.10107, -65303.47110, -111504.63978